30
Properties=species:S:1:pos:R:3:mulliken_charge:R:1 method="wB97M-V/def2-TZVPD" total_energy_ha=-522.2027 e_homo_ev=-7.819 smiles=Cc1c[nH]c2ccccc12.CCC orbital_gap_ev=8.79
N 1.585 -0.511 2.869 -0.04
C 1.319 -0.093 1.597 -0.38
C -1.926 2.947 -2.069 -1.18
C 1.025 -1.756 3.074 -0.63
C -2.178 1.689 -2.894 0.25
C -0.237 -3.491 1.650 -1.33
C 0.608 -1.131 0.947 1.20
C -2.836 2.031 -4.245 -1.14
C 0.318 -0.993 -0.416 -0.49
C 1.751 1.048 0.940 -0.71
C 0.708 0.156 -1.058 -0.49
C 1.383 1.191 -0.392 -0.68
C 0.432 -2.171 1.920 0.53
H -3.428 2.948 -4.159 0.29
H 2.505 1.732 1.316 0.32
H -0.238 -1.753 -0.951 0.32
H 1.985 0.089 3.572 0.20
H 1.729 2.091 -0.870 0.41
H -2.800 1.006 -2.330 0.24
H 0.807 -2.199 4.036 0.36
H -1.374 2.698 -1.160 0.30
H -3.544 1.278 -4.580 0.32
H -1.358 3.687 -2.619 0.31
H -1.057 -3.432 0.938 0.34
H -1.237 1.182 -3.090 -0.05
H 0.409 0.383 -2.074 0.41
H -0.618 -3.866 2.603 0.36
H 0.461 -4.194 1.199 0.26
H -2.876 3.413 -1.805 0.37
H -2.066 2.229 -4.994 0.31